No. 1
Molecular formula: C19H19ClF6N4O3PRuS2
Method: DFT, wB97M-V/def2-TZVPD

```
56
C19H19ClF6N4O3PRuS2 (wB97M-V/def2-TZVPD)
C -1.613 -2.502 0.021
H -1.093 -1.165 2.397
H -3.963 -1.164 -0.705
Ru -0.186 0.413 0.211
C -2.332 -2.440 -1.341
H 4.567 0.543 -3.114
H 4.895 -1.189 -2.933
C -1.046 -0.185 2.853
O -1.805 -1.412 -2.185
P 2.887 0.022 2.414
F 4.031 0.543 3.408
H -4.376 -2.281 -2.019
C 4.494 -0.308 -2.439
C 1.174 -1.544 -1.773
S -1.111 1.390 -1.654
H -2.664 1.565 0.376
N 1.141 -0.291 -1.206
O -1.894 -3.460 0.736
H -2.713 -3.738 -3.010
C -0.418 1.242 4.660
C -2.142 -3.761 -2.081
C 2.391 -1.725 -2.339
H 2.819 -2.555 -2.870
C -3.814 -2.176 -1.088
N -1.714 4.034 -4.223
N 3.105 -0.569 -2.104
O -0.801 -1.582 0.389
F 1.696 -0.520 1.366
H 0.035 1.384 5.633
C -1.442 2.199 2.723
N 1.314 5.961 -1.540
C -0.501 -0.023 4.117
H -0.110 -0.879 4.643
H -2.461 -4.598 -1.463
F 1.990 1.336 2.703
H -4.195 -2.882 -0.353
C -1.534 0.919 2.119
C -2.147 0.723 0.813
H -1.088 -3.900 -2.327
H 2.637 1.221 -1.045
H -2.664 -0.223 0.696
H -0.853 3.344 4.409
S 0.648 2.552 0.141
Cl -2.122 3.586 1.950
C -0.187 3.957 -2.150
H -2.512 -0.819 -2.457
H 5.061 -0.117 -1.530
C 2.318 0.266 -1.421
C -0.216 2.839 -1.348
F 2.147 -0.761 3.612
F 3.587 0.782 1.163
F 3.726 -1.303 2.065
C 0.641 5.069 -1.822
C -0.898 2.356 3.971
C -1.012 4.017 -3.309
H 0.323 -2.191 -1.738
```

The calculation puts the energy above the lowest of the compared OMol25 structures with the same formula, charge and spin at 5.6 kcal/mol. The charge is -1. Its HOMO-LUMO gap is 0.2303 Eh. The multiplicity is 1.

---

No. 2
Molecular formula: C3H6NO2
Method: DFT, wB97M-V/def2-TZVPD

```
12
C3H6NO2 (wB97M-V/def2-TZVPD)
C 1.616 0.391 0.824
H 1.093 1.361 0.649
O -0.700 -0.216 -2.182
O 1.749 -0.080 1.971
H -1.559 0.918 0.456
H 2.503 0.342 0.150
H -2.666 -0.033 -0.528
H 1.327 -0.959 -0.891
C -1.713 -0.053 -0.013
H -1.683 -0.760 0.823
N 0.585 -0.591 -0.305
C -0.552 -0.320 -0.956
```

The calculation puts the energy above the lowest of the compared OMol25 structures with the same formula, charge and spin at 40.2 kcal/mol. The charge is -1. As for the SMILES: CC(=O)NC[O-]. Its HOMO-LUMO gap is 0.2983 Eh. The multiplicity is 1.

---

No. 3
Molecular formula: C28H31N3O6
Method: DFT, wB97M-V/def2-TZVPD

```
68
C28H31N3O6 (wB97M-V/def2-TZVPD)
H -1.775 -2.845 3.331
N 2.652 0.153 1.450
H 1.713 -4.080 -3.183
H 0.537 -3.037 -3.984
C 0.678 4.420 -1.792
C -0.363 -4.446 -2.590
H 0.753 5.058 -3.834
C 0.507 0.917 0.665
H 8.193 -0.174 0.708
C -3.840 1.565 2.357
H -2.438 2.301 0.131
C 5.023 0.187 1.400
H 6.416 -1.190 -1.087
H -0.538 -2.268 -0.259
N -0.718 1.425 0.863
H 2.698 -0.148 0.484
O 0.975 0.709 -0.452
C -0.523 -2.529 -1.321
O -3.297 0.123 -0.696
O -1.409 -1.116 2.244
H -2.516 -1.838 -1.814
O 4.987 -0.474 0.217
H -1.343 -1.652 -3.141
H 0.854 -0.222 2.449
O 3.764 1.163 3.144
C -1.330 1.634 2.166
H -5.970 1.426 2.497
H -0.291 -2.775 2.351
O -0.938 -3.875 -1.425
C -2.635 -0.514 2.306
H -0.015 -5.447 -2.319
C -1.350 -2.519 2.377
C 0.290 4.394 -3.120
H -1.511 2.707 2.298
C -0.702 3.517 -3.525
H 0.394 3.605 0.158
H -2.069 1.985 -2.932
H -1.128 -4.546 -3.370
C -0.891 2.668 -1.281
H 1.488 1.444 2.549
H 6.647 0.904 2.661
C 0.787 -3.527 -3.043
C 0.086 3.569 -0.877
H -1.020 3.499 -4.557
H 1.603 -2.844 -1.155
C 1.350 0.581 1.890
H -3.862 -2.275 2.393
C -2.635 0.888 2.287
C -1.574 1.764 -0.279
C -3.840 -1.197 2.392
H -5.961 -1.046 2.512
H -1.863 -3.027 1.555
C 7.124 -0.157 0.754
C -5.040 0.882 2.446
H 1.185 -1.515 -2.247
H -3.838 2.646 2.345
C 6.256 -0.674 -0.160
C -1.484 -1.575 -2.059
C -1.290 2.661 -2.612
C 3.776 0.565 2.083
C -5.033 -0.499 2.457
H -0.652 1.295 2.947
N -1.263 -0.216 -1.634
H 1.444 5.107 -1.464
C 0.891 -2.505 -1.908
C -2.148 0.464 -0.890
H -0.304 0.122 -1.628
C 6.324 0.405 1.772
```

The calculation puts the energy above the lowest of the compared OMol25 structures with the same formula, charge and spin at 9.3 kcal/mol. As for the SMILES: COc1ccccc1CN(C(=O)CNC(=O)c1ccco1)[C@H](C(=O)NC[C@@H]1CCCO1)c1ccccc1. Its HOMO-LUMO gap is 0.3412 Eh. The multiplicity is 1.

---

No. 4
Molecular formula: C3H7N2
Method: DFT, wB97M-V/def2-TZVPD

```
12
C3H7N2 (wB97M-V/def2-TZVPD)
C -0.846 0.114 -0.265
N 1.628 0.611 -0.178
H -0.294 1.714 1.132
H -1.924 0.125 0.082
C 1.539 -0.570 -0.096
H -0.375 2.289 -0.495
C -0.202 1.386 0.178
N -0.103 -1.077 0.181
H -0.975 0.250 -1.309
H -0.410 -2.113 -0.149
H 2.077 -1.522 -0.247
H -0.117 -1.207 1.167
```

The calculation puts the energy above the lowest of the compared OMol25 structures with the same formula, charge and spin at 47.7 kcal/mol. The charge is +1. Its expectation value of S² is 2.018. Its HOMO-LUMO gap (alpha / beta) is 0.2743 / 0.3148 Eh. The multiplicity is 3.

---

No. 5
Molecular formula: H6N5P
Method: DFT, wB97M-V/def2-TZVPD

```
12
H6N5P (wB97M-V/def2-TZVPD)
N -3.025 0.537 0.150
P 0.284 -0.171 0.571
H 3.528 0.593 -0.071
N 2.591 0.977 -0.013
H -3.261 -0.463 0.047
H 2.485 1.606 0.779
N -1.843 0.740 -0.213
N -0.130 -1.682 -0.033
H -1.115 -1.862 -0.152
H -1.621 1.742 -0.111
H 0.430 -1.995 -0.812
N 1.676 -0.022 -0.142
```

The calculation puts the energy above the lowest of the compared OMol25 structures with the same formula, charge and spin at 9.2 kcal/mol. As for the SMILES: [H]/N=N/[H].N/N=P/N. Its HOMO-LUMO gap is 0.2777 Eh. The multiplicity is 1.

---

No. 6
Molecular formula: C4H10N3S
Method: DFT, wB97M-V/def2-TZVPD

```
18
C4H10N3S (wB97M-V/def2-TZVPD)
N 0.879 -1.556 1.347
H 0.926 -1.351 -1.792
H -1.458 -0.314 -0.696
C 0.719 -0.251 -1.529
N -1.977 1.950 -0.143
S 0.624 0.030 3.420
H 0.442 0.295 -2.388
H 1.575 -2.007 1.839
H -2.298 2.952 0.117
H -2.805 1.297 -0.206
C 0.429 -0.355 1.725
C -0.733 1.524 -0.410
H -0.076 2.403 -0.678
C -0.404 0.064 -0.592
N -0.245 0.396 0.819
H 0.506 -2.021 0.517
H 1.802 -0.001 -1.246
H 0.432 -1.306 3.916
```

The calculation puts the energy above the lowest of the compared OMol25 structures with the same formula, charge and spin at 60.8 kcal/mol. The charge is +1. Its expectation value of S² is 2.008. Its HOMO-LUMO gap (alpha / beta) is 0.2472 / 0.2258 Eh. The multiplicity is 3.

---

No. 7
Molecular formula: C51H68BClF10N5O7PS
Method: DFT, wB97M-V/def2-TZVPD

```
145
C51H68BClF10N5O7PS (wB97M-V/def2-TZVPD)
C 0.812 3.755 3.505
H -4.342 -4.609 3.643
H -4.262 -4.523 -3.760
C -2.110 5.246 -0.116
H -3.005 -2.135 -0.947
H -6.849 0.065 3.935
H -2.785 0.367 -5.440
O 2.571 -1.455 -3.458
C -2.865 -5.181 0.586
H 3.217 0.795 0.954
H 1.099 -3.988 -2.376
C 6.315 1.318 -3.485
H -5.813 0.150 5.364
H -2.638 -0.508 3.342
H -3.824 -4.957 1.053
C 1.664 3.484 1.048
H -1.302 -0.591 -5.237
C 5.349 1.311 2.253
C 5.930 -1.151 2.205
H 7.069 2.015 -3.831
C -5.846 0.310 4.288
Cl 4.971 4.828 -0.407
C -1.054 -3.910 -2.571
H -5.694 1.379 4.139
C 3.005 0.346 -5.225
H -2.710 -2.935 4.438
N 2.424 3.459 -1.330
F 1.989 3.346 3.983
H 1.854 -0.972 -3.031
C 1.944 2.885 -2.562
H 2.974 0.962 -1.006
C -2.904 -2.861 -0.143
H -4.744 -4.331 -1.292
N -5.143 -1.941 3.479
C 2.985 2.881 1.481
H 5.752 2.222 2.700
C -3.411 -2.517 5.169
C -0.784 4.618 0.252
C -2.123 -4.383 -3.554
C -3.392 -0.247 4.093
H 0.851 1.024 1.884
C 6.274 0.159 2.531
F -2.714 2.985 -0.647
P 3.332 4.958 -1.709
C 8.428 -0.614 3.357
H -0.547 -1.988 -3.479
F -0.946 2.087 3.324
H -0.379 -2.014 -1.729
H -2.079 -2.549 0.501
H 0.748 1.976 -7.152
H 6.687 0.816 -2.593
C 0.703 3.855 1.998
F -2.708 5.721 0.992
H 5.341 1.483 1.175
H 2.832 6.263 -0.043
H 9.385 -0.386 3.799
H 4.403 -0.059 -1.319
H -3.732 -3.011 -3.067
H -2.016 -5.460 -3.717
H -4.685 1.179 2.150
N 3.927 1.356 -2.800
C -3.089 -1.037 5.365
C -0.995 -2.367 -2.558
H -6.057 -4.432 4.036
S -0.143 4.623 -2.392
H -5.630 -1.501 6.341
H -1.960 -3.908 -4.526
H 3.391 3.429 2.324
H 4.059 0.438 -4.984
H 1.297 -2.383 -5.554
C -3.131 4.239 -0.789
C -0.505 4.411 1.584
H 6.160 0.597 -4.283
C 0.325 -4.324 -3.068
C 8.083 -1.912 2.999
F -1.938 6.303 -0.934
O 2.460 6.094 -0.922
C 3.001 1.374 1.851
C 7.515 0.413 3.121
H -6.856 -2.429 5.471
C 2.194 1.381 -4.475
H 4.965 -1.366 1.770
H -1.566 0.894 -4.276
H 0.815 0.318 -6.556
H 1.842 -0.310 2.368
H 8.802 -2.702 3.161
H 7.761 1.430 3.393
H 3.715 3.009 0.694
C 0.440 1.317 -6.344
H -3.270 0.821 4.289
C -4.784 -0.488 3.506
H -4.885 -4.819 5.299
F 0.144 2.180 5.191
H 6.583 -3.198 2.175
C 2.674 1.891 -3.250
H -2.032 -0.928 5.616
H 2.924 0.501 -6.296
H -4.024 -0.297 1.465
O 2.190 -2.074 -5.733
H -3.644 -0.625 6.212
C -2.691 -4.298 -0.647
B 2.575 -1.123 -4.813
H -2.708 1.878 -6.945
C 0.290 2.826 -4.352
H -3.820 -2.774 0.438
C 0.184 4.282 -0.690
C 5.055 2.088 -3.226
C -4.843 -2.757 4.692
C 1.417 3.717 -0.326
C -5.043 -4.239 4.391
H 1.641 0.979 3.502
N -1.312 -4.442 -1.206
H -2.079 -4.996 1.319
N -1.708 2.001 -7.114
C 1.747 0.773 2.444
F 0.627 5.013 3.997
H 4.610 1.631 -0.823
C -5.828 -2.442 5.834
C -4.819 0.099 2.095
C -1.719 0.413 -5.239
C -0.329 2.889 4.181
C -3.775 -4.665 -1.667
C 6.834 -2.182 2.439
H -0.624 3.213 -4.780
H -3.836 -5.754 -1.749
O 4.049 1.087 2.773
H 0.508 -3.851 -4.031
H -1.243 4.710 2.312
C 0.993 1.842 -5.033
O 5.021 3.272 -3.418
O -4.580 -2.481 2.443
H -2.858 -6.241 0.337
O -0.936 -5.681 -1.149
C 3.982 0.944 -1.386
F -4.315 4.331 -0.190
H -5.774 -0.101 1.607
H -5.757 -3.212 6.602
C -3.541 -4.088 -3.065
F -3.312 4.496 -2.071
F -1.269 3.697 4.677
H -3.247 -3.061 6.101
H -1.967 -1.887 -2.491
C 0.773 3.322 -3.158
C -1.067 1.275 -6.292
H 0.437 -5.397 -3.213
```

Its expectation value of S² is 2.008. Its HOMO-LUMO gap (alpha / beta) is 0.3141 / 0.3142 Eh. The multiplicity is 3.

---

No. 8
Molecular formula: C3H4Cl2O
Method: DFT, wB97M-V/def2-TZVPD

```
10
C3H4Cl2O (wB97M-V/def2-TZVPD)
Cl -3.436 -0.172 -0.115
C -1.763 -0.435 0.163
C 0.976 -0.594 0.076
H 0.532 -1.168 -0.766
H 0.753 -1.001 0.974
C 0.243 0.687 -0.048
H 0.495 0.960 -1.068
H 0.635 1.285 0.924
O -1.149 0.716 0.052
Cl 2.715 -0.279 -0.192
```

The calculation puts the energy above the lowest of the compared OMol25 structures with the same formula, charge and spin at 75.1 kcal/mol. Its HOMO-LUMO gap is 0.3614 Eh. The multiplicity is 1.

---

No. 9
Molecular formula: C9H19NOTl
Method: DFT, wB97M-V/def2-TZVPD

```
31
C9H19NOTl (wB97M-V/def2-TZVPD)
C -0.208 -2.348 -1.191
H 1.312 1.663 -1.257
H -0.317 -2.966 1.198
H -1.166 2.165 -1.697
H 0.009 0.632 2.053
C 0.126 -1.273 -0.128
H -0.966 -1.387 1.839
H 1.885 -1.043 -1.421
C 2.194 0.406 0.110
H -2.216 -0.564 0.724
H -2.184 2.186 -0.239
C -0.180 -1.888 1.275
H 3.108 0.555 -0.464
C 1.138 1.553 -0.187
H 2.237 -1.568 0.293
C -1.190 2.400 -0.633
Tl -2.304 -0.209 -3.220
O -2.118 -0.388 -0.215
C 1.661 -0.914 -0.362
H -0.949 3.451 -0.473
H -0.249 2.398 1.974
H 1.486 2.539 0.121
H 0.664 -1.779 1.956
H -1.231 -2.702 -1.059
C -0.373 1.266 0.119
C -0.588 1.429 1.609
H 0.540 -3.139 -1.157
N -0.732 -0.106 -0.381
H -0.261 -1.935 -2.199
H -1.631 1.232 1.860
H 2.502 0.337 1.153
```

The charge is +4. Its expectation value of S² is 1.170. Its HOMO-LUMO gap (alpha / beta) is 0.1993 / 0.2079 Eh. The multiplicity is 2.

---

No. 10
Molecular formula: C3H6N2O2S
Method: DFT, wB97M-V/def2-TZVPD

```
14
C3H6N2O2S (wB97M-V/def2-TZVPD)
O -0.402 -2.168 0.609
H -1.694 -0.278 0.460
C 0.201 0.198 1.052
N 0.659 -1.082 0.781
S 1.044 1.182 2.130
H 1.110 -1.398 1.813
H -1.442 1.458 0.396
H -0.295 -2.120 -0.300
C -0.902 0.440 0.162
N -0.255 -0.147 -1.948
H -1.425 1.602 -1.580
C -0.922 0.655 -1.283
H -0.323 -0.851 -3.954
O -0.314 0.109 -3.399
```

The calculation puts the energy above the lowest of the compared OMol25 structures with the same formula, charge and spin at 163.2 kcal/mol. As for the SMILES: O/N=C/CC(=S)NO. Its HOMO-LUMO gap is 0.3197 Eh. The multiplicity is 1.

---

No. 11
Molecular formula: C3H9N3O
Method: DFT, wB97M-V/def2-TZVPD

```
16
C3H9N3O (wB97M-V/def2-TZVPD)
N -0.741 0.026 -1.187
H 2.385 0.052 1.100
H -2.243 -1.664 -0.580
C 0.324 0.868 -1.611
N -1.803 -1.903 -1.492
H 1.436 1.373 1.924
H 0.458 -1.450 1.221
C 1.425 0.427 1.404
N -0.979 -1.086 -1.884
H 1.114 0.860 -0.797
O -0.700 -0.195 2.313
H 0.716 0.496 -2.554
C 0.384 -0.410 1.517
H -0.850 -0.040 -0.106
H -0.008 1.903 -1.717
H -0.919 0.741 2.449
```

The calculation puts the energy above the lowest of the compared OMol25 structures with the same formula, charge and spin at 98.1 kcal/mol. As for the SMILES: [H]/N=N\NC.C=CO. Its HOMO-LUMO gap is 0.3585 Eh. The multiplicity is 1.

---

No. 12
Molecular formula: C3H8NO2P
Method: DFT, wB97M-V/def2-TZVPD

```
15
C3H8NO2P (wB97M-V/def2-TZVPD)
H 0.737 0.617 2.043
H 0.373 1.984 -0.686
C 1.118 0.959 1.083
P -0.041 -1.312 -1.997
O 1.121 -2.356 -0.015
H 1.928 1.663 1.262
O -0.779 -3.281 -0.507
H -0.336 2.519 0.813
H -1.296 -1.808 -2.366
H -1.367 -0.038 0.774
C -1.163 0.763 0.086
C 0.006 1.617 0.277
N 0.107 -2.460 -0.694
H -1.923 1.033 -0.624
H 1.515 0.099 0.551
```

The calculation puts the energy above the lowest of the compared OMol25 structures with the same formula, charge and spin at 147.4 kcal/mol. Its HOMO-LUMO gap (alpha / beta) is 0.2416 / 0.3270 Eh. The multiplicity is 1.

---

No. 13
Molecular formula: C7H45N4O17
Method: DFT, wB97M-V/def2-TZVPD

```
73
C7H45N4O17 (wB97M-V/def2-TZVPD)
O 4.422 -3.624 -0.158
H 3.457 7.926 -1.986
H -1.158 -2.454 1.740
H 2.471 -1.911 -2.002
H -3.894 1.477 -0.108
H -2.261 2.565 -2.356
H 3.884 -2.542 -5.133
O 0.939 5.464 -1.602
O -6.272 2.416 0.736
N -1.204 -1.452 1.645
H 0.064 3.442 1.171
H 3.446 -4.034 4.075
O 3.088 -2.071 -5.403
H -3.419 -2.620 0.420
H 1.696 4.922 -1.364
H -0.439 4.460 -2.526
H 1.329 6.321 -1.848
H 4.736 -4.360 0.376
O 1.518 0.164 -5.489
H -5.772 1.608 -4.005
O -0.019 3.531 0.215
C 1.503 -2.212 0.590
N -3.229 -1.633 0.441
H 0.725 -5.305 3.189
C -0.128 -0.658 2.245
H 3.414 -1.259 -5.807
O 1.242 -6.461 1.173
H -2.928 1.179 3.232
O -0.799 4.428 -3.428
H 3.932 6.569 -1.493
H -4.263 1.556 -4.211
H 0.464 -1.292 2.892
H -1.080 3.515 -3.554
H 2.101 -6.620 1.584
H -0.020 2.767 3.144
H 0.849 -0.789 -0.804
N -4.043 -0.678 -0.081
H -0.758 -5.491 3.455
H 0.005 4.483 0.050
O -2.078 1.712 -2.773
C 1.374 -0.810 0.149
H 1.196 -0.707 -5.745
O 3.135 7.059 -1.717
C 0.698 0.098 1.211
O 0.934 2.626 3.150
H 3.550 -3.427 0.203
H 3.253 -2.941 3.032
H 2.516 -1.444 -3.455
H -4.433 1.209 3.456
N -2.370 0.403 0.824
C 1.318 -3.343 0.944
H 0.831 -7.332 1.143
H 1.170 0.300 -4.603
H -0.610 0.081 2.893
H -2.615 1.090 -2.278
O -4.936 1.723 -3.542
H 0.095 0.860 0.721
C -3.512 0.502 0.148
H 2.386 -0.436 -0.009
O -3.594 1.356 3.904
H 1.217 3.029 3.979
H -6.105 2.871 -0.098
H 2.796 -0.175 3.161
H 2.500 -0.913 4.457
O 3.341 -3.900 3.128
O 3.052 -1.510 -2.655
H 1.467 0.649 1.745
C -2.221 -0.929 0.999
H -6.820 1.664 0.490
O 0.048 -5.160 3.861
H 1.011 -4.296 1.321
H -4.919 -0.797 -0.566
O 2.713 -1.061 3.529
```

The charge is +1. Its HOMO-LUMO gap is 0.3432 Eh. The multiplicity is 1.